1.
The following is a DFT calculation (wB97M-V/def2-TZVPD) of a molecular structure, C25H44FeO2P2 in a non-equilibrium geometry.

Energy   -3075.4580 a.u.
Orbital gap (spin up / spin down)   6.2548 / 5.1389 eV
Max |F|   2.9 eV Å⁻¹
Relative energy (zero: lowest compared OMol25 entry of this formula, charge and spin)   41.8 kcal/mol
Charge   +1
Molecular weight   494.4 g mol⁻¹
⟨S²⟩   8.773
Multiplicity   6
HOMO energy (spin up / spin down)   -0.369 / -0.369 hartree

Each line ends with the Mulliken spin population.
Cartesian coordinates (Å):
1 Fe 1.6889 -0.8880 0.6696  3.758
2 C -1.0805 -1.0182 3.1157  0.165
3 C -0.6154 -1.8541 2.0710  0.135
4 C 1.1393 -1.3854 3.5119  0.138
5 C 0.0162 -0.6998 3.9776  0.151
6 C 0.7749 -2.1734 2.3457  0.336
7 C -2.4752 -0.6293 3.4141  -0.010
8 H -3.1585 -1.1083 2.6974  -0.005
9 H -2.6212 0.4645 3.3698  0.017
10 H -2.7489 -0.9643 4.4316  0.014
11 C 0.0194 0.1386 5.2075  0.007
12 H -0.9823 0.5344 5.4409  0.000
13 H 0.7004 1.0045 5.0849  0.000
14 H 0.3860 -0.4407 6.0771  0.001
15 C 2.4463 -1.4788 4.1686  0.016
16 H 2.8239 -2.5027 4.2329  0.008
17 H 2.3980 -1.0521 5.1706  0.000
18 H 3.1789 -0.9014 3.5825  0.029
19 C 1.5354 -3.3771 1.9437  0.024
20 H 1.9691 -3.8333 2.8348  0.007
21 H 2.3567 -3.1144 1.2671  0.004
22 H 0.8820 -4.1238 1.5010  0.006
23 C -1.4297 -2.5187 1.0264  -0.020
24 H -1.0315 -3.5287 0.8156  0.013
25 H -1.3725 -1.9436 0.0768  0.043
26 H -2.4961 -2.6191 1.2981  -0.002
27 C -2.2619 2.3945 0.5206  0.002
28 C -3.5729 2.0604 0.5002  0.000
29 C -3.9608 0.6848 0.0025  0.003
30 C -3.6783 0.7056 -1.5361  0.000
31 C -2.6799 -0.2441 -2.0724  0.004
32 C -1.3412 -0.1594 -1.8199  -0.005
33 C -0.8644 0.5997 -0.6010  0.018
34 C -1.2930 2.1063 -0.6190  0.010
35 H -5.0202 0.4190 0.1952  0.000
36 H -3.2732 1.7064 -1.7585  0.000
37 H -3.3152 -0.0470 0.5339  -0.002
38 H -1.7107 2.4609 -1.5854  0.001
39 H -1.8360 2.9289 1.3881  0.000
40 H -4.4000 2.6869 0.9086  0.000
41 H -0.4387 2.7926 -0.5326  0.000
42 H -1.1895 0.0795 0.3346  0.026
43 H -0.6754 -0.9847 -2.0929  0.008
44 H 0.2583 0.6505 -0.5030  -0.070
45 H -4.6364 0.5254 -2.0973  0.001
46 H -3.0595 -0.9849 -2.8026  0.000
47 P 0.1316 1.1897 -3.4991  -0.001
48 C 0.1289 2.8792 -4.2400  0.000
49 C -0.7444 0.4389 -4.9556  0.000
50 P 2.4288 -0.5759 -2.5790  0.016
51 C 1.9067 0.8138 -3.7464  0.001
52 C 1.5434 -1.9920 -3.4251  -0.004
53 C 3.9843 -0.6989 -3.5986  0.000
54 H 1.0659 3.4007 -4.0213  0.000
55 H -0.7262 3.4230 -3.8218  0.000
56 H 0.0056 2.8029 -5.3282  0.000
57 H -0.5237 1.0041 -5.8738  0.000
58 H -1.8059 0.5891 -4.7180  0.000
59 H -0.5443 -0.6257 -5.1025  0.000
60 H 3.8240 -0.3737 -4.6373  0.000
61 H 4.3470 -1.7294 -3.5983  0.000
62 H 4.7164 -0.0219 -3.1429  -0.001
63 H 2.4798 1.7066 -3.4272  0.000
64 H 2.1461 0.6597 -4.8153  0.000
65 H 2.1760 -2.8772 -3.2517  -0.001
66 H 1.3857 -1.8744 -4.5097  0.000
67 H 0.5713 -2.1822 -2.9518  0.003
68 C 2.9659 2.3304 3.1852  0.004
69 C 2.0787 1.4649 2.2891  0.007
70 O 0.8828 1.7655 2.1481  0.020
71 O 2.6473 0.4486 1.6986  0.124
72 H 3.9915 2.3894 2.7797  -0.001
73 H 3.0433 1.9435 4.2126  0.002
74 H 2.5387 3.3336 3.2343  0.001


2.
The following is a DFT calculation (wB97M-V/def2-TZVPD) of a molecular structure, C48H33BrF10N7O5SY in a non-equilibrium geometry.

Energy   -6617.8984 a.u.
Orbital gap   5.8246 eV
Max |F|   1.5 eV Å⁻¹
Relative energy (zero: lowest compared OMol25 entry of this formula, charge and spin)   41.9 kcal/mol
Charge   -2
Molecular weight   1178.7 g mol⁻¹
HOMO energy   -0.096 hartree

Each line ends with the Löwdin charge.
Cartesian coordinates (Å):
1 Y 0.3043 -0.0252 0.5267  1.633
2 C 2.1531 0.5553 -2.4839  -0.077
3 N 1.4587 1.3041 -1.4351  -0.276
4 C 2.4770 1.9918 -0.6235  -0.199
5 C 1.8405 2.9112 0.4167  -0.230
6 N 0.8180 2.1965 1.1736  -0.094
7 C -0.0074 2.9215 1.9294  -0.220
8 C -0.9316 2.2543 2.7852  -0.141
9 F -0.8171 0.8837 2.8665  0.035
10 C -1.9467 2.8616 3.4852  -0.157
11 F -2.8145 2.1233 4.1952  0.115
12 C -2.0860 4.2454 3.4367  -0.149
13 F -3.0963 4.8752 4.0722  0.086
14 C -1.1400 4.9660 2.7191  -0.151
15 F -1.2182 6.3074 2.6945  0.100
16 C -0.1301 4.3422 2.0144  -0.117
17 F 0.7375 5.1823 1.3853  0.054
18 C 0.5608 2.2861 -2.0680  -0.185
19 C -0.5406 1.5893 -2.8699  -0.257
20 N -1.7736 2.3036 -2.7096  0.010
21 C -2.8126 2.0047 -3.4308  -0.237
22 C -4.0554 2.6505 -3.1167  -0.156
23 F -4.0612 3.5278 -2.0798  0.057
24 C -5.2285 2.4401 -3.7889  -0.166
25 F -6.3580 3.0928 -3.4180  0.076
26 C -5.2847 1.5453 -4.8583  -0.172
27 F -6.4482 1.3309 -5.5372  0.047
28 C -4.1170 0.8836 -5.2155  -0.172
29 F -4.1489 0.0161 -6.2605  0.071
30 C -2.9404 1.0914 -4.5371  -0.130
31 F -1.8531 0.3787 -4.9854  0.017
32 H 2.7613 1.2289 -3.1067  0.096
33 H 2.8016 -0.1983 -2.0412  0.081
34 H 1.4410 0.0462 -3.1272  0.075
35 H 3.0815 1.2322 -0.1182  0.097
36 H 3.1399 2.5950 -1.2682  0.127
37 H 2.6309 3.2767 1.0884  0.126
38 H 1.4326 3.7829 -0.1066  0.100
39 H 0.0534 2.8670 -1.2987  0.098
40 H 1.1424 2.9743 -2.7020  0.130
41 H -0.2252 1.4939 -3.9175  0.109
42 H -0.6569 0.5819 -2.4261  0.081
43 C -0.3452 -3.2469 -3.6063  -0.041
44 C -0.6520 -2.0809 -2.8870  -0.117
45 N -0.6144 -1.9935 -1.5811  0.125
46 C -0.3444 -3.1171 -0.8820  -0.177
47 C 0.0037 -4.3423 -1.5068  -0.184
48 C 0.0264 -4.3678 -2.9156  -0.016
49 C 0.2739 -5.4677 -0.7001  -0.074
50 C 0.1502 -5.3809 0.6611  -0.082
51 C -0.2489 -4.1931 1.2862  -0.022
52 C -0.4905 -3.0499 0.5448  -0.243
53 N -0.8927 -1.8131 1.0155  -0.105
54 C -2.1476 -1.6098 1.4911  -0.229
55 C -2.9459 -2.5771 2.0988  -0.021
56 C -4.2025 -2.2678 2.6029  -0.097
57 C -4.7223 -1.0025 2.5041  -0.063
58 C -4.0071 -0.0104 1.8128  -0.160
59 C -4.5202 1.2867 1.5996  0.002
60 C -3.8318 2.1522 0.7954  -0.033
61 C -2.6151 1.7416 0.2298  -0.104
62 N -2.0575 0.5723 0.4849  0.032
63 C -2.7302 -0.3106 1.2702  -0.163
64 H -0.4035 -3.2431 -4.6843  0.102
65 H -0.9568 -1.1974 -3.4260  0.086
66 H 0.3185 -5.2785 -3.4217  0.111
67 H 0.5793 -6.3892 -1.1755  0.104
68 H 0.3455 -6.2509 1.2743  0.102
69 H -0.3471 -4.1754 2.3635  0.112
70 H -2.5722 -3.5844 2.1952  0.090
71 H -4.7676 -3.0475 3.0931  0.097
72 H -5.6879 -0.7671 2.9250  0.101
73 H -5.4549 1.5685 2.0666  0.119
74 H -4.2034 3.1400 0.5734  0.109
75 H -2.1063 2.3882 -0.4777  0.093
76 Br 7.5838 -4.4330 1.2876  0.692
77 C 5.8213 -4.2259 0.5733  -0.667
78 C 5.2566 -5.3004 -0.0932  -0.141
79 C 3.9881 -5.1577 -0.6287  -0.069
80 C 3.3115 -3.9598 -0.5001  -0.009
81 C 3.8840 -2.8938 0.1823  -0.100
82 C 5.1584 -3.0239 0.7253  -0.057
83 C 3.0952 -1.6167 0.3708  -0.604
84 O 3.6000 -0.6798 1.0043  -0.007
85 O 1.9242 -1.5951 -0.1100  -0.129
86 H 5.7981 -6.2296 -0.1870  0.092
87 H 3.5319 -5.9862 -1.1490  0.100
88 H 2.3217 -3.8329 -0.9050  0.092
89 H 5.6037 -2.1985 1.2619  0.115
90 N 1.4595 -0.6987 2.8911  0.046
91 C 1.6096 -0.1633 4.2153  -0.302
92 C 1.3852 -0.9616 5.3322  -0.036
93 C 1.6665 -0.4829 6.6027  -0.065
94 C 2.1393 0.7996 6.7629  -0.266
95 C 2.3043 1.6213 5.6674  -0.054
96 C 2.0530 1.1449 4.3915  -0.028
97 S 2.7125 1.3742 8.3912  0.410
98 O 2.7629 0.1664 9.2160  -0.393
99 O 4.0227 1.9555 8.1000  -0.385
100 O 1.7229 2.3518 8.8343  -0.383
101 H 1.2827 -1.7028 2.9708  0.089
102 H 2.3605 -0.5686 2.4150  0.051
103 H 1.0251 -1.9742 5.1980  0.100
104 H 1.5703 -1.1012 7.4817  0.103
105 H 2.6644 2.6232 5.8424  0.114
106 H 2.2273 1.7648 3.5218  0.101


3.
The following is a DFT calculation (wB97M-V/def2-TZVPD) of C18H20N4O4 in the gas phase.

Energy   -1217.8788 a.u.
Orbital gap   7.5218 eV
Max |F|   1.0 eV Å⁻¹
Relative energy (zero: lowest compared OMol25 entry of this formula, charge and spin)   63.0 kcal/mol
Molecular weight   356.4 g mol⁻¹
SMILES   CCOc1cc(/C=C2\C(=O)N(CCC#N)N=C2C)ccc1OCC(N)=O
HOMO energy   -0.309 hartree

Each line ends with the natural charge from an NBO analysis.
Cartesian coordinates (Å):
1 C 0.3656 -1.3372 -4.9948  -0.643
2 C 0.4325 0.1833 -5.1046  -0.065
3 O -0.2491 0.8284 -4.0423  -0.501
4 C 0.1481 0.6103 -2.7519  0.221
5 C -0.8687 0.5137 -1.8203  -0.180
6 C -0.6261 0.3378 -0.4497  -0.162
7 C -1.7649 0.2755 0.4203  -0.013
8 C -1.8865 0.0898 1.7593  -0.230
9 C -0.9083 -0.1402 2.8523  0.635
10 O 0.3075 -0.2209 2.8651  -0.616
11 N -1.6863 -0.2671 3.9725  -0.283
12 C -1.2129 -0.4817 5.3086  -0.199
13 C -1.3331 0.8065 6.1420  -0.525
14 C -0.9247 0.5816 7.5028  0.284
15 N -0.6016 0.3918 8.5825  -0.319
16 N -3.0179 -0.1270 3.7206  -0.246
17 C -3.1687 0.0747 2.4547  0.223
18 C -4.5089 0.2663 1.8464  -0.656
19 C 0.7048 0.2263 -0.0356  -0.105
20 C 1.7309 0.3319 -0.9505  -0.328
21 C 1.4866 0.5527 -2.3032  0.335
22 O 2.4770 0.7230 -3.2314  -0.522
23 C 3.8130 0.8286 -2.7922  -0.172
24 C 4.4361 -0.5043 -2.3548  0.638
25 N 3.8958 -1.5752 -2.9681  -0.821
26 O 5.3391 -0.5639 -1.5561  -0.597
27 H 0.8858 -1.7921 -5.8334  0.217
28 H -0.6703 -1.6683 -5.0013  0.218
29 H 0.8219 -1.6743 -4.0651  0.201
30 H 1.4720 0.5195 -5.1653  0.188
31 H -0.0984 0.5204 -5.9986  0.191
32 H -1.8799 0.5882 -2.1913  0.221
33 H -2.7080 0.4057 -0.1025  0.206
34 H -0.1676 -0.7924 5.2312  0.244
35 H -1.8023 -1.2790 5.7713  0.217
36 H -0.7049 1.5902 5.7090  0.254
37 H -2.3742 1.1426 6.1347  0.259
38 H -4.7027 -0.5041 1.1010  0.223
39 H -4.5723 1.2394 1.3609  0.223
40 H -5.2640 0.2059 2.6246  0.243
41 H 0.9366 0.0625 1.0037  0.260
42 H 2.7456 0.2444 -0.5961  0.233
43 H 4.3715 1.1888 -3.6626  0.223
44 H 3.9217 1.5604 -1.9851  0.214
45 H 4.2472 -2.4939 -2.7584  0.410
46 H 3.1628 -1.4683 -3.6482  0.402


Question: Which of these has the lowest molecular weight?
Answer: C18H20N4O4


Question: Which value of relative energy (zero: lowest compared OMol25 entry of this formula, charge and spin) does entry 1 give?
Answer: 41.8 kcal/mol